# 1
71
Properties=species:S:1:pos:R:3:forces:R:3:lowdin_charge:R:1 method="wB97M-V/def2-TZVPD" total_energy_ev=-50890.85368 relative_energy_kcal_mol=141.42 homo_ev=-4.33 gap_ev=4.208
Pb -0.241 1.405 2.575 -0.92 -0.76 -0.34 1.0777
P 1.853 2.019 -2.762 -0.02 -1.24 -1.03 0.9088
P -2.099 1.334 -2.499 0.92 -0.35 -1.18 0.9302
N -1.013 -1.491 5.871 -0.59 0.80 0.57 -0.2888
C 0.363 2.354 -3.759 -0.29 0.35 -0.66 -0.2971
C 2.330 -0.553 -1.524 1.61 1.75 0.95 -0.2739
C 1.799 -1.589 -2.354 -0.76 -1.29 -1.62 -0.2756
C -1.698 -0.974 4.697 -0.39 -0.40 0.33 -0.1933
C -1.179 -1.593 3.430 -0.59 -0.59 -0.88 -0.2817
C -0.843 -3.600 2.125 -0.28 0.10 -0.25 -0.0905
C 0.747 -1.170 -3.471 1.57 -0.87 0.00 -0.2609
C -0.289 -0.909 2.599 -0.05 0.61 0.96 -0.3454
C -0.673 -1.204 -3.204 -2.20 0.36 -0.65 -0.2442
C 0.534 -1.631 1.748 -0.34 -1.02 -0.64 -0.1561
C 0.429 0.846 -0.674 0.26 0.34 0.04 -0.2285
C -3.171 1.045 -3.945 -0.54 0.78 0.05 -0.1977
C -0.959 2.663 -3.010 0.21 1.12 -0.45 -0.3330
C 0.412 -1.340 5.933 0.02 -0.24 -0.27 -0.0899
C 1.813 0.795 -1.465 -0.70 -1.22 3.29 -0.4874
C -1.358 -0.380 -2.238 1.50 -2.66 2.01 -0.4505
C -0.547 -0.309 -0.880 -0.58 0.18 0.32 -0.1914
C 0.164 -2.947 1.414 0.62 0.02 0.47 -0.0840
C -2.975 2.065 -1.109 -0.74 0.41 -0.06 -0.1892
C 1.821 1.050 3.128 1.40 0.61 0.61 -0.4031
C 3.058 1.389 -3.936 0.37 0.69 -0.41 -0.1776
C 2.459 3.523 -1.984 0.11 0.52 -0.51 -0.1711
C -1.548 -2.666 6.505 0.08 -0.28 -0.35 -0.1122
C -1.514 -2.935 3.148 0.45 0.38 0.26 -0.0539
H -1.105 -4.633 1.897 0.05 0.25 -0.08 0.0989
H -3.621 1.997 -4.276 0.07 -0.33 0.13 0.0497
H 1.027 -0.191 -3.877 0.43 -0.10 -0.13 0.0255
H 0.207 1.553 -4.510 0.30 0.26 0.53 0.0957
H -0.708 3.261 -2.118 -0.36 -0.15 -0.31 0.0671
H 0.899 -1.924 -4.264 0.13 0.54 -0.01 0.1056
H 0.667 3.259 -4.329 -0.40 -0.36 0.13 0.0956
H -1.242 -3.598 5.982 -0.24 0.10 0.25 0.0807
H 2.667 0.522 -4.487 0.07 0.35 0.39 0.0618
H 0.707 -3.457 0.617 -0.07 0.00 0.31 0.1024
H -2.297 -0.934 -2.040 -0.05 0.50 0.19 0.1126
H 3.204 -0.767 -0.893 -0.18 0.24 -0.46 0.0640
H -1.260 -1.995 -3.675 0.03 0.40 0.04 0.0532
H 2.998 4.103 -2.741 -0.15 0.26 0.30 0.0553
H -1.586 0.128 4.722 -0.07 -0.20 -0.29 0.0761
H 1.459 -1.235 1.310 -0.65 0.19 -0.21 0.0998
H -0.077 1.813 -0.791 -0.19 0.36 0.13 0.0511
H 2.522 1.316 -0.781 -0.37 -0.23 -0.25 0.1000
H 2.650 -2.049 -2.883 -0.26 -0.38 -0.15 0.0879
H 1.322 -2.392 -1.767 -0.13 -0.33 -0.25 0.0840
H -2.765 -1.228 4.821 0.28 0.32 0.03 0.1208
H -1.257 -0.286 -0.038 -0.04 0.22 -0.12 0.0881
H -2.597 0.629 -4.788 0.08 -0.03 0.57 0.0543
H -1.156 -2.713 7.532 -0.26 -0.08 -0.19 0.0804
H 0.738 -1.730 6.902 0.15 0.22 -0.09 0.0817
H 2.533 1.467 2.405 0.04 -0.06 0.33 -0.0176
H 0.784 0.799 0.373 -0.14 -0.02 -0.27 0.0212
H -3.984 0.347 -3.690 0.35 0.15 -0.02 0.0606
H -2.346 2.818 -0.621 -0.07 -0.31 -0.06 0.0488
H 3.299 2.192 -4.640 0.15 -0.10 -0.08 0.0533
H 3.157 3.236 -1.188 -0.16 0.06 -0.24 0.0616
H -2.281 -3.445 3.741 0.34 0.11 -0.16 0.1064
H -3.278 1.310 -0.378 0.10 0.02 -0.14 0.0605
H -2.652 -2.603 6.520 0.53 -0.13 0.10 0.0882
H 0.003 -1.240 -0.688 -0.28 0.33 -0.60 0.0838
H 1.632 4.099 -1.545 0.25 -0.08 -0.18 0.0609
H -1.562 3.308 -3.683 0.33 -0.10 0.37 0.0914
H 1.893 1.614 4.076 0.42 -0.14 -0.26 -0.0247
H -3.868 2.566 -1.491 -0.08 0.05 0.23 0.0505
H 2.017 -0.003 3.327 0.03 0.20 -0.15 -0.0171
H 3.953 1.079 -3.386 -0.19 0.02 0.00 0.0668
H 0.931 -1.910 5.143 0.09 0.11 0.10 0.0904
H 0.696 -0.281 5.839 -0.02 -0.23 0.03 0.0829



# 2
81
Properties=species:S:1:pos:R:3:forces:R:3:mulliken_spin:R:1 method="wB97M-V/def2-TZVPD" total_energy_ev=-106774.78888 relative_energy_kcal_mol=10.79 spin_multiplicity=2 homo_ev="-7.76 / -8.07" gap_ev="8.110 / 8.648"
V -0.213 0.340 -0.260 -0.77 0.58 -0.64 1.2069
S 2.141 0.391 -0.286 0.72 -0.34 -0.30 0.0093
S -0.421 2.590 -1.357 -0.41 -0.21 0.18 -0.0141
Si -2.418 -1.476 -0.425 0.15 -0.66 -0.03 0.0040
Si 0.145 -2.152 -2.108 0.03 -0.38 -0.35 0.0068
Si -0.080 -3.025 0.897 0.11 0.06 0.13 0.0103
O -2.317 0.121 -0.974 0.38 0.37 0.13 -0.0305
N 2.592 2.784 1.047 0.12 -0.37 -0.04 -0.0013
N 1.299 2.859 -3.422 0.12 0.12 0.37 0.0016
N -0.431 0.816 1.265 -0.32 -0.12 0.62 -0.1937
N 2.228 3.281 -1.489 -0.25 0.33 -0.19 0.0047
N 2.823 0.985 2.261 0.03 0.17 -0.21 -0.0002
C -0.441 1.360 3.636 0.06 -0.13 -0.31 -0.0330
C 1.721 -3.603 0.733 -0.19 0.11 -0.09 0.0023
C -3.366 -1.450 1.208 0.37 0.02 -0.18 0.0037
C -0.465 -3.782 -2.867 -0.16 0.22 0.13 -0.0007
C -1.157 -4.584 0.757 0.16 0.16 -0.04 -0.0009
C 2.502 1.451 1.026 -0.03 0.18 0.25 -0.0107
C 0.268 2.678 -4.419 -0.19 -0.05 -0.16 -0.0008
C 3.186 3.426 -2.466 0.13 -0.05 0.02 0.0011
C -0.981 2.096 4.677 0.02 0.01 0.10 0.0160
C -0.284 -2.321 2.647 -0.13 -0.14 -0.21 0.0141
C -0.272 -0.708 -3.279 -0.04 -0.23 0.19 0.0044
C 2.986 3.164 2.308 -0.05 0.08 0.06 0.0004
C -3.415 0.986 -1.222 -0.07 0.13 0.02 0.0078
C 2.622 3.174 -3.666 0.00 -0.09 -0.06 0.0001
C -2.483 3.185 3.157 -0.02 0.03 0.07 0.0161
C -3.494 -2.427 -1.653 0.23 0.22 0.12 0.0027
C -2.003 3.005 4.449 0.00 0.03 -0.01 -0.0275
C -0.579 -1.773 -0.406 -0.15 -0.40 -0.25 -0.0137
C -0.919 1.526 2.330 -0.41 0.64 0.58 0.0383
C 1.077 2.936 -2.085 0.42 -0.17 -0.39 0.0108
C 3.136 2.055 3.065 -0.02 0.02 0.07 -0.0001
C 2.028 -2.353 -2.294 -0.23 0.05 0.31 0.0054
C 2.917 -0.410 2.631 0.08 -0.14 0.04 -0.0008
C -1.948 2.464 2.109 0.29 -0.31 -0.08 -0.0326
B 2.339 3.877 -0.058 -0.07 -0.05 0.03 -0.0024
H 0.474 -2.693 3.341 0.01 -0.06 -0.04 0.0004
H 3.114 4.203 2.555 0.02 -0.03 0.01 0.0001
H -3.039 1.995 -1.386 0.01 -0.03 -0.02 -0.0010
H 2.608 -1.611 -1.751 0.07 0.00 -0.02 0.0002
H -3.278 3.896 2.970 0.02 0.00 -0.02 0.0005
H 3.295 4.610 -0.050 0.07 0.04 0.03 0.0000
H -0.341 3.579 -4.500 0.03 0.00 -0.02 0.0002
H 0.005 -3.946 -3.839 0.03 0.04 0.00 -0.0002
H -1.309 -0.384 -3.182 0.01 0.09 -0.04 0.0015
H 1.307 4.431 0.202 0.00 0.09 0.05 -0.0003
H -0.181 -4.616 -2.220 0.01 0.02 -0.04 -0.0003
H -3.387 -2.442 1.665 -0.01 0.01 0.01 -0.0002
H 3.426 1.929 4.093 -0.01 0.01 -0.01 -0.0001
H 0.733 2.465 -5.379 0.06 0.01 0.03 -0.0001
H -2.287 2.605 1.092 -0.07 0.05 0.00 -0.0008
H -3.123 -2.303 -2.673 -0.04 -0.02 0.01 -0.0009
H 0.354 0.648 3.820 -0.01 0.00 0.00 -0.0018
H -4.532 -2.089 -1.624 0.00 0.01 0.04 0.0011
H -0.850 -5.345 1.478 0.00 0.02 0.04 -0.0001
H 1.802 -4.413 0.003 0.04 0.03 0.01 0.0004
H -3.952 0.664 -2.117 0.03 -0.03 0.02 -0.0004
H -4.105 0.999 -0.374 0.04 -0.04 0.01 -0.0002
H -4.403 -1.149 1.039 0.00 0.00 -0.05 0.0006
H -1.067 -5.017 -0.242 -0.03 0.00 0.05 -0.0004
H 4.199 3.691 -2.221 -0.04 0.04 0.01 0.0000
H 2.179 -0.979 2.075 -0.04 0.00 0.02 0.0001
H -0.098 -0.978 -4.323 0.11 -0.08 0.02 0.0003
H -2.416 3.576 5.270 -0.01 -0.02 0.00 -0.0019
H -3.480 -3.494 -1.418 0.00 0.00 0.00 -0.0005
H 3.033 3.172 -4.660 -0.01 0.02 0.02 -0.0002
H 2.354 -3.338 -1.957 -0.02 0.02 -0.04 0.0002
H -1.264 -2.560 3.067 0.02 0.01 -0.01 0.0008
H -1.547 -3.819 -3.003 0.05 -0.05 0.00 0.0003
H -0.207 -1.238 2.591 0.01 0.09 0.09 -0.0080
H 2.734 -0.513 3.699 -0.04 0.06 0.00 0.0005
H 2.380 -2.795 0.410 -0.01 0.00 0.03 0.0010
H 2.092 -3.982 1.688 -0.08 -0.03 0.03 0.0004
H -2.921 -0.756 1.925 0.03 -0.03 -0.01 -0.0019
H 0.381 0.144 -3.052 -0.05 0.02 -0.01 0.0042
H -0.599 1.953 5.680 -0.01 0.01 -0.01 0.0004
H 3.909 -0.802 2.401 -0.03 -0.01 -0.02 0.0014
H -2.215 -4.368 0.930 0.00 -0.01 0.02 0.0001
H -0.381 1.850 -4.142 0.04 0.03 0.02 0.0008
H 2.285 -2.263 -3.353 -0.12 0.00 -0.04 0.0004